The following is a DFT calculation (the ωB97M-V functional and the def2-TZVPD basis) of a 6-piece molecular cluster, C23H48I2O5Si overall at a distorted geometry.

```
79
Properties=species:S:1:pos:R:3:mulliken_charge:R:1
C -6.512 -2.615 4.163 -1.23
C -7.503 -1.601 3.484 -0.47
I -8.543 -0.343 4.901 0.07
C -6.784 -0.859 2.300 -0.41
Si -5.856 0.758 2.716 0.60
I -8.190 -0.619 0.647 0.06
H -7.056 -3.208 4.914 0.42
H -5.629 -2.088 4.565 0.31
H -6.162 -3.311 3.371 0.34
H -8.281 -2.241 3.023 0.51
H -6.017 -1.571 1.924 0.23
H -5.959 1.622 1.515 -0.16
H -6.407 1.544 3.819 -0.16
H -4.417 0.511 2.925 -0.11
C -1.217 -1.826 0.467 -0.16
C -2.077 -2.876 1.144 -0.48
C -1.991 -2.458 2.602 -0.39
O -1.827 -1.034 2.617 -0.40
C -1.531 -0.588 1.286 -0.06
H -1.430 -1.700 -0.593 0.26
H -0.160 -2.087 0.573 0.12
H -3.111 -2.793 0.792 0.24
H -1.741 -3.899 0.974 0.23
H -1.118 -2.904 3.092 0.28
H -2.884 -2.728 3.171 0.21
H -2.418 -0.071 0.899 0.30
H -0.701 0.121 1.313 -0.19
C -1.903 -5.368 -2.788 -0.57
C -0.628 -5.789 -2.080 -0.50
C 0.297 -4.624 -2.383 -0.43
O -0.529 -3.458 -2.500 -0.33
C -1.903 -3.866 -2.565 -0.12
H -2.800 -5.854 -2.404 0.32
H -1.826 -5.588 -3.856 0.27
H -0.806 -5.855 -1.002 0.22
H -0.232 -6.746 -2.419 0.34
H 0.817 -4.767 -3.336 0.29
H 1.043 -4.465 -1.602 0.26
H -2.378 -3.607 -1.613 -0.02
H -2.408 -3.322 -3.365 0.29
C 1.204 2.917 1.193 -0.24
C 2.413 2.190 1.754 -0.18
C 2.849 1.349 0.567 -0.40
O 2.488 2.079 -0.612 -0.37
C 1.624 3.163 -0.245 -0.45
H 0.957 3.834 1.727 0.39
H 0.330 2.260 1.220 -0.11
H 3.195 2.912 2.010 -0.09
H 2.197 1.594 2.640 0.39
H 2.321 0.389 0.544 0.24
H 3.923 1.155 0.562 0.25
H 2.193 4.095 -0.340 0.27
H 0.776 3.203 -0.931 0.35
C 6.320 4.993 1.588 -0.59
C 6.368 3.802 0.647 0.21
C 7.333 2.874 1.365 -0.50
O 7.180 3.129 2.767 -0.41
C 6.407 4.321 2.947 -0.38
H 5.427 5.608 1.474 0.34
H 7.195 5.629 1.427 0.30
H 5.379 3.338 0.584 -0.43
H 6.691 4.052 -0.363 0.38
H 8.371 3.092 1.092 0.28
H 7.134 1.820 1.161 0.29
H 5.415 4.029 3.310 0.21
H 6.880 4.952 3.701 0.29
C 0.507 0.809 -4.450 -0.45
C 1.743 1.467 -3.861 -0.06
C 2.484 1.912 -5.110 -0.53
O 1.488 2.193 -6.102 -0.41
C 0.223 1.695 -5.651 -0.45
H -0.332 0.752 -3.757 0.30
H 0.747 -0.205 -4.780 0.22
H 1.454 2.338 -3.267 -0.07
H 2.334 0.807 -3.229 0.31
H 3.129 1.115 -5.495 0.27
H 3.094 2.802 -4.943 0.28
H -0.399 2.553 -5.373 0.26
H -0.269 1.158 -6.464 0.30
```

Calculated values
**Structure (SMILES)**: C[C@@H](I)[C@H]([SiH3])I.C1CCOC1.C1CCOC1.C1CCOC1.C1CCOC1.C1CCOC1
**2S+1**: 1
**F_max**: 1.74 eV/Å
**Total charge**: 0
**HOMO-LUMO gap**: 9.378 eV
**Relative energy (zero: lowest compared OMol25 entry of this formula, charge and spin)**: 9.8 kcal/mol

=====

The following is a DFT calculation (the ωB97M-V functional and the def2-TZVPD basis) of C23H48NOP3RuSe as an isolated structure at a distorted geometry.

```
78
Properties=species:S:1:pos:R:3:mulliken_spin:R:1
Ru 0.472 0.469 -0.643 2.27
P 2.267 0.122 0.787 -0.16
P -0.184 2.171 0.747 0.01
P 0.586 -1.726 -1.231 0.01
H -2.667 1.468 -1.927 0.01
C -2.058 0.559 -1.841 0.09
C -1.970 -0.087 -0.479 0.51
H -2.481 0.456 0.324 0.03
C 3.767 0.824 0.014 0.04
C 2.534 0.853 2.453 0.00
C 2.998 -1.498 1.241 0.00
C -1.700 3.058 0.256 0.00
C -0.427 2.181 2.559 0.00
C 1.117 3.365 0.352 0.04
C -0.595 -2.333 -2.499 0.00
C 0.598 -3.224 -0.155 0.00
C 2.166 -1.741 -2.170 0.07
H -2.213 -0.130 -2.680 0.01
H -2.049 -1.177 -0.363 0.00
H 4.586 0.698 0.712 0.00
H 3.639 1.879 -0.191 0.00
H 4.004 0.304 -0.906 0.00
H 3.608 0.811 2.655 0.00
H 2.027 0.260 3.214 0.00
H 2.233 1.894 2.531 0.00
H 4.003 -1.307 1.625 0.00
H 3.099 -2.182 0.403 0.00
H 2.417 -1.962 2.037 0.00
H -1.622 4.084 0.626 0.00
H -2.568 2.570 0.704 0.00
H -1.797 3.070 -0.832 0.00
H -0.291 3.204 2.932 0.00
H 0.263 1.512 3.076 0.00
H -1.447 1.853 2.780 0.01
H 0.654 4.357 0.345 0.01
H 1.517 3.157 -0.655 0.02
H 1.935 3.350 1.077 0.00
H -0.142 -3.194 -3.006 0.00
H -0.795 -1.542 -3.229 0.00
H -1.524 -2.636 -2.004 0.00
H 0.894 -4.100 -0.755 0.00
H -0.418 -3.372 0.235 0.00
H 1.280 -3.117 0.694 0.00
H 2.060 -2.458 -2.996 0.01
H 3.030 -2.002 -1.545 0.01
H 2.320 -0.733 -2.602 0.01
C 1.732 2.508 -4.507 0.07
C 0.345 2.682 -4.689 0.09
C -0.178 3.163 -5.891 -0.04
C 0.684 3.482 -6.963 0.15
C 2.071 3.366 -6.775 -0.03
C 2.594 2.891 -5.569 0.06
Se 2.148 1.798 -2.783 0.76
H -0.964 0.939 -1.897 0.00
H -0.332 2.439 -3.871 0.00
H -1.266 3.282 -5.987 0.00
H 0.250 3.820 -7.917 0.00
H 2.721 3.666 -7.610 0.00
H 3.667 2.825 -5.441 0.00
O -0.128 -1.048 2.155 0.30
C -1.058 -1.432 2.893 -0.03
C -2.525 -1.167 2.592 -0.01
C -3.328 -2.433 2.330 -0.01
C -3.880 -3.033 3.618 -0.01
C -2.791 -3.568 4.527 0.09
C -1.807 -2.501 5.022 0.01
N -0.799 -2.141 4.021 0.58
H -2.947 -0.580 3.426 0.00
H -2.537 -0.516 1.718 -0.02
H -4.155 -2.187 1.655 0.01
H -2.700 -3.166 1.808 0.00
H -4.474 -2.282 4.150 0.00
H -4.555 -3.852 3.358 0.01
H -3.245 -4.011 5.419 0.01
H -2.233 -4.363 4.021 -0.01
H -2.361 -1.598 5.326 0.05
H -1.252 -2.881 5.891 0.00
H 0.179 -2.105 4.300 -0.03
```

Calculated values
**2S+1**: 6
**F_max**: 2.62 eV/Å
**Total charge**: +3
**HOMO-LUMO gap (alpha / beta)**: 7.184 / 2.641 eV
**Relative energy (zero: lowest compared OMol25 entry of this formula, charge and spin)**: 0.0 kcal/mol